1.
The following is a DFT calculation (ωB97M-V with the def2-TZVPD basis set) of a single C4H6O2 molecule.

Last column: Mulliken charge in e.
Positions of all 12 atoms, in Å:
C (-0.6675, 1.4085, -0.4520)  -1.17
C (0.1327, 0.3589, 0.2218)  0.39
C (-0.1044, -1.0414, 0.6842)  -0.22
C (1.3313, -0.3508, 0.1187)  0.33
O (-0.9253, -1.8283, -0.0998)  -0.50
O (2.3545, -0.5602, -0.5263)  -0.65
H (-0.6462, -1.7881, -1.0237)  0.35
H (-0.1905, -1.3338, 1.7211)  0.35
H (1.2745, 0.0869, 1.2883)  0.19
H (-0.7799, 1.1624, -1.5142)  0.27
H (-1.6537, 1.5302, -0.0041)  0.32
H (-0.1255, 2.3559, -0.4140)  0.34

Properties
E_HOMO: -8.43 eV
orbital gap: 8.4155 eV
maximum force: 0.3 eV/Å
molecular weight: 86.090 g/mol
lowest unoccupied orbital energy: -0.017 eV

---

2.
The following is a DFT calculation (ωB97M-V with the def2-TZVPD basis set) of a single C4H6O2 molecule at a distorted geometry.

Last column: Mulliken charge in e.
Positions of all 12 atoms, in Å:
C (1.2038, 0.9118, -0.7935)  -1.12
C (0.5637, -0.1311, 0.0498)  1.18
O (-0.3480, -1.0141, -0.7389)  -0.43
C (-1.4427, -0.7286, 0.1413)  -0.37
C (-0.4378, -0.1646, 1.1110)  -0.52
O (1.1064, -0.8679, 1.0148)  -0.54
H (0.3969, 1.3927, -1.3528)  0.27
H (1.7483, 1.6580, -0.2116)  0.31
H (1.8839, 0.4261, -1.4966)  0.32
H (-2.0776, 0.0573, -0.3344)  0.19
H (-2.1100, -1.5419, 0.4440)  0.28
H (-0.4868, 0.0022, 2.1669)  0.42

Properties
E_HOMO: -9.93 eV
SMILES: C[C@]12OC[C@H]1O2
orbital gap: 10.8793 eV
maximum force: 1.6 eV/Å
molecular weight: 86.090 g/mol
lowest unoccupied orbital energy: 0.952 eV

---

3.
The following is a DFT calculation (ωB97M-V with the def2-TZVPD basis set) of 2 unconnected molecules or ions with the total composition C4H6O2.

Last column: Mulliken charge in e.
Positions of all 12 atoms, in Å:
C (0.9368, -0.2264, -1.3417)  -0.80
C (0.1411, -0.9614, -0.5859)  0.46
C (-0.9462, -1.1662, 0.3199)  -0.21
O (-0.0765, -2.2368, -0.2192)  -0.44
H (0.7157, 0.8293, -1.4482)  0.27
H (1.7630, -0.6532, -1.8968)  0.26
H (-1.9731, -1.1543, -0.0431)  0.23
H (-0.8188, -0.9911, 1.3870)  0.28
C (0.0728, 1.6405, 0.9634)  -0.32
O (-1.0932, 1.4443, 0.7226)  -0.39
H (0.7232, 0.8733, 1.4246)  0.35
H (0.5553, 2.6019, 0.7172)  0.32

Properties
E_HOMO: -9.31 eV
SMILES: C=C1CO1.C=O
orbital gap: 10.0083 eV
maximum force: 0.7 eV/Å
molecular weight: 86.090 g/mol
lowest unoccupied orbital energy: 0.695 eV